104
Properties=species:S:1:pos:R:3:lowdin_charge:R:1 method="wB97M-V/def2-TZVPD" total_charge=-2 multiplicity=1 homo_ev=0.1086
In -0.02023 -1.60417 0.65983 0.763
F 4.11090 -3.03385 4.21610 0.036
C 3.09650 -2.20548 3.90972 -0.297
C 2.16271 -2.63518 2.97411 -0.067
C 1.16175 -1.75618 2.59139 -0.133
C 0.86433 -0.63637 3.36899 -0.151
C 1.87037 -0.22654 4.30899 -0.205
F 1.73083 1.01172 4.85194 0.028
C 2.98205 -1.00157 4.58059 0.028
C -0.41785 0.05136 3.27039 -0.211
C -1.01082 0.75795 4.33535 -0.008
C -2.27245 1.31784 4.18450 -0.074
C -2.90204 1.25093 2.94518 -0.098
C -2.29330 0.55531 1.93275 -0.160
N -1.06505 0.00810 2.07373 0.067
H 2.28372 -3.62668 2.51934 0.105
H 3.73950 -0.69989 5.30569 0.117
H -0.44396 0.81930 5.26684 0.110
H -2.75938 1.77823 5.03941 0.099
H -3.88940 1.70967 2.76152 0.107
H -2.78921 0.41124 0.96492 0.099
C 0.82126 3.08604 -5.59675 -0.089
C 0.32733 2.58836 -4.24020 -0.471
C -0.19557 1.18117 -4.57459 -0.060
C 1.56742 2.38384 -3.34654 -0.038
C -0.81909 3.58485 -3.64753 -0.350
O -2.10696 3.29077 -4.24913 -0.039
C -0.49673 5.14106 -3.81447 -0.083
C 0.04426 5.96744 -2.60620 -0.155
C 1.49065 5.81610 -2.19785 -0.245
C 1.86136 5.38596 -0.90916 -0.029
C 3.20225 5.24347 -0.57604 -0.096
C 4.19415 5.54233 -1.50980 -0.698
Cl 5.83659 5.48513 -1.05066 0.672
C 3.84816 5.95858 -2.81903 -0.098
C 2.49759 6.10414 -3.11038 -0.069
C -1.08136 3.33168 -2.14029 -0.073
N -1.61230 2.04829 -1.69753 -0.105
C -0.94507 0.96568 -1.22635 -0.165
N -1.80445 -0.06902 -1.16059 0.052
C -2.96712 0.39536 -1.70021 -0.202
N -2.87499 1.68749 -2.03225 0.078
H 1.44349 2.30394 -6.06484 0.085
H 1.43726 3.99911 -5.59613 0.069
H -0.00061 3.26017 -6.30697 0.086
H 0.58850 0.58722 -5.08889 0.090
H -1.06859 1.19185 -5.23920 0.082
H -0.52210 0.60951 -3.69354 0.074
H 2.26026 1.71040 -3.88078 0.093
H 1.36146 1.90797 -2.37518 0.065
H 2.12033 3.31054 -3.13837 0.072
H -2.24816 3.83178 -5.04151 0.093
H -1.44189 5.64068 -4.09651 0.116
H 0.16886 5.30941 -4.68180 0.091
H -0.57566 5.83201 -1.71271 0.099
H -0.11989 7.03943 -2.81133 0.118
H 1.08334 5.14989 -0.17198 0.123
H 3.53003 4.88452 0.40256 0.112
H 4.63206 6.17007 -3.55302 0.103
H 2.20440 6.44464 -4.11654 0.119
H -1.78418 4.11674 -1.81552 0.130
H -0.15841 3.47052 -1.54069 0.127
H 0.12324 0.94719 -0.96372 0.064
H -3.84846 -0.23593 -1.86375 0.111
C -3.37686 -4.67741 7.80824 -0.074
C -3.23891 -4.87543 6.33765 -0.375
C -3.15716 -6.14165 5.73165 -0.080
C -3.07106 -6.13882 4.35152 -0.176
N -3.06278 -5.01510 3.61747 0.020
C -3.20732 -3.81991 4.23728 -0.909
S -3.28738 -2.38913 3.26820 0.469
N -3.23560 -3.76092 5.59079 0.063
H -3.82871 -5.54802 8.30557 0.061
H -4.01012 -3.79140 8.00638 0.075
H -2.40430 -4.48541 8.29844 0.075
H -3.17093 -7.06161 6.30710 0.077
H -3.01755 -7.03809 3.74796 0.087
C -2.48631 -5.34773 -0.58913 -0.114
C -1.61973 -4.42928 0.27448 -0.542
C -0.29166 -5.11250 0.53216 -0.115
C -1.51072 -2.99914 -0.26425 -0.256
H -2.67122 -6.31195 -0.08638 0.062
H -2.03828 -5.57805 -1.57424 0.068
H -3.47593 -4.92575 -0.79650 0.065
H -2.12014 -4.35704 1.25173 0.077
H 0.31007 -5.20947 -0.38918 0.075
H -0.42620 -6.13557 0.92641 0.069
H 0.32212 -4.61356 1.29328 0.051
H -2.48324 -2.48176 -0.11094 0.023
H -1.29371 -3.00622 -1.33686 0.022
C 1.77784 -1.50381 -2.54733 -0.084
C 2.41135 -1.24979 -1.16425 -0.832
C 2.88112 -2.53570 -0.47685 -0.101
C 3.60917 -0.29240 -1.26495 -0.109
N 1.43784 -0.52883 -0.37953 -0.197
H 2.48013 -2.02982 -3.23486 0.060
H 1.46522 -0.55468 -3.02448 0.040
H 0.87008 -2.13028 -2.45848 0.064
H 3.70367 -3.03129 -1.04080 0.068
H 2.08961 -3.28475 -0.38483 0.047
H 3.25940 -2.32822 0.54289 0.065
H 4.43833 -0.76103 -1.82322 0.055
H 3.97460 -0.04071 -0.25391 0.065
H 3.34364 0.67618 -1.73351 0.048

=====

135
Properties=species:S:1:pos:R:3:lowdin_charge:R:1 method="wB97M-V/def2-TZVPD" total_charge=0 multiplicity=1 homo_ev=-10.7689
C -2.34420 -3.64318 0.78734 0.014
C -3.48166 -2.62031 0.67694 -0.375
C -4.94189 -3.17227 0.55035 -0.026
O -5.60947 -2.34829 1.52640 0.093
C -4.75008 -1.70932 2.29069 -0.532
O -5.02803 -1.01532 3.23822 0.131
O -3.47611 -1.90381 1.79995 0.059
H -1.42402 -3.17647 1.13885 0.077
H -2.22583 -3.98656 -0.24037 0.071
H -2.55553 -4.55757 1.34171 0.091
H -3.29091 -1.81844 -0.03630 0.135
H -4.93716 -4.25263 0.69493 0.135
H -5.18766 -2.96613 -0.49139 0.109
C 1.50985 0.82887 -0.63732 -0.025
C 0.03761 0.76289 -0.75208 -0.288
C -0.91779 -0.32533 -0.23205 -0.090
O -1.56368 0.35310 0.83720 0.042
C -1.50839 1.74929 0.67284 -0.451
O -2.06533 2.62288 1.37494 0.062
O -0.58527 1.99655 -0.24304 0.073
H 1.85870 -0.16512 -0.35733 0.088
H 1.82009 1.53170 0.13591 0.091
H 2.03869 1.11291 -1.54712 0.044
H -0.10711 0.77330 -1.83238 0.058
H -0.32002 -1.23243 -0.14300 0.124
H -1.66207 -0.72729 -0.91948 0.115
C 1.95218 -5.74912 -2.78593 0.006
C 0.88346 -4.83370 -3.44860 -0.317
C -0.51638 -4.84722 -2.79216 -0.060
O -0.76738 -3.45193 -2.68054 0.031
C 0.25954 -2.64136 -3.03747 -0.483
O 0.33991 -1.46878 -3.21298 0.158
O 1.29926 -3.48479 -3.43882 0.055
H 1.97031 -5.28418 -1.80023 0.066
H 2.91185 -5.76179 -3.30263 0.084
H 1.83633 -6.81694 -2.60039 0.089
H 0.64902 -5.07346 -4.48574 0.143
H -0.50330 -5.24384 -1.77697 0.135
H -1.21249 -5.18973 -3.55781 0.141
C 4.21817 -3.17217 2.69161 0.009
C 2.93437 -4.01468 2.51810 -0.248
C 2.14139 -3.64243 1.22657 -0.108
O 1.77063 -4.87591 0.64168 0.006
C 2.56956 -5.89267 1.19790 -0.505
O 2.61406 -7.07829 0.94200 0.135
O 3.37482 -5.31308 2.08798 0.052
H 4.76176 -3.55798 3.55402 0.087
H 3.91807 -2.15715 2.95195 0.064
H 4.89728 -3.18528 1.83912 0.099
H 2.35492 -4.28614 3.40051 0.160
H 2.78874 -3.08082 0.55304 0.139
H 1.19861 -3.16424 1.49229 0.108
C -2.36114 0.67919 4.41999 0.025
C -1.59103 2.03530 4.52661 -0.327
C -2.05857 3.21393 5.33046 -0.064
O -0.97380 3.51261 6.21386 0.103
C -0.00205 2.63895 6.04153 -0.567
O 1.08408 2.54835 6.56073 0.133
O -0.28044 1.85466 4.98990 0.075
H -2.44635 0.34812 3.38499 0.061
H -3.29620 0.92033 4.92558 0.078
H -1.82583 -0.11499 4.94040 0.091
H -1.57676 2.30740 3.47122 0.100
H -3.00441 2.91152 5.77995 0.133
H -2.15608 4.09532 4.69661 0.137
C -0.01415 3.63260 -3.28807 -0.921
Cl -0.68596 2.06726 -3.86566 0.584
Cl 1.77264 3.57499 -3.01557 0.533
H -0.25974 4.54620 -3.82948 0.041
H -0.54320 3.78343 -2.34708 0.002
C -3.11398 5.71499 -0.85351 -1.035
Cl -4.01932 5.79281 -2.34086 0.549
Cl -1.72162 6.86079 -0.65283 0.465
H -3.78301 6.03006 -0.05274 0.016
H -2.79700 4.71008 -0.57463 0.013
C 4.97918 2.40448 -0.64218 -0.072
C 5.78292 2.22138 -1.90201 -0.311
O 5.81960 0.86969 -2.12680 0.155
C 5.49444 0.22627 -0.99869 -0.478
O 5.63606 -0.98034 -0.69598 0.101
O 5.03535 1.11722 -0.07239 0.068
F 7.09524 2.64672 -1.76201 0.056
H 3.96768 2.61090 -0.99196 0.109
H 5.41526 3.12411 0.05069 0.136
H 5.30621 2.80051 -2.69287 0.167
C 0.85237 4.65249 2.43419 -0.063
C 1.40798 5.89960 3.13599 -0.270
O 2.71594 5.83216 2.68789 0.171
C 3.06138 4.67789 2.21292 -0.498
O 4.18645 4.30633 1.83143 0.120
O 1.97197 3.83217 2.17369 0.066
F 1.21998 5.84757 4.48905 0.079
H 0.37680 4.88394 1.48111 0.128
H 0.03505 4.06050 2.84607 0.127
H 0.99865 6.83731 2.76018 0.172
C 2.75406 -0.43035 5.24214 -0.034
C 3.20530 0.80211 4.47198 -0.333
O 2.62677 0.78264 3.17994 0.156
C 1.96390 -0.39977 3.08222 -0.479
O 1.40176 -0.79687 2.05432 0.107
O 1.95273 -1.08339 4.25945 0.053
F 4.49684 0.56360 4.39525 0.091
H 2.16129 -0.25618 6.14013 0.142
H 3.66434 -1.01491 5.37553 0.139
H 3.00960 1.68584 5.07928 0.161
C 3.30812 -1.26577 -5.56896 -0.063
C 2.95295 -0.04233 -4.84285 -0.310
O 3.66810 1.04801 -5.42913 0.122
C 4.65155 0.55965 -6.23142 -0.477
O 5.60551 1.14859 -6.67701 0.164
O 4.46136 -0.82583 -6.29405 0.051
F 3.33780 -0.35029 -3.57421 0.041
H 2.51173 -1.42324 -6.29633 0.142
H 3.52499 -2.16382 -4.99054 0.149
H 1.94428 0.29312 -4.60170 0.145
C -3.43610 -0.43610 -4.49967 -0.155
C -3.60472 -1.53391 -5.55125 -0.365
O -4.01760 -2.59242 -4.88365 0.183
C -3.97981 -2.29227 -3.54913 -0.420
O -4.26937 -3.05838 -2.64566 0.149
O -3.33983 -1.08135 -3.34907 0.079
F -2.36330 -1.77087 -6.03280 0.058
H -4.26030 0.27505 -4.44434 0.133
H -2.53611 0.13812 -4.71962 0.104
H -4.10550 -1.25731 -6.47904 0.177
C -5.79656 2.40074 0.91204 -0.001
C -6.68995 1.17267 0.84685 -0.346
O -6.19924 0.41769 -0.25079 0.118
C -5.52019 1.31656 -1.08630 -0.504
O -5.28138 1.02452 -2.27079 0.117
O -5.26120 2.38246 -0.42547 0.100
F -7.93951 1.51845 0.59823 0.097
H -5.01564 2.30604 1.66655 0.136
H -6.46170 3.24031 1.11404 0.146
H -6.75666 0.62170 1.78498 0.163

=====

| no. | Kohn-Sham gap (eV) |
| --- | --- |
| 1 | 3.3 |
| 2 | 10.8 |